<one>
C6H8O2 in the gas phase, computed with ωB97M-V/def2-TZVPD.

```
16
Properties=species:S:1:pos:R:3:nbo_charge:R:1
C 0.0484 1.8757 -0.4762 -0.624
C 0.2049 0.3698 -0.4472 0.135
C -1.0583 -0.4167 -0.0705 0.316
C 1.3091 -0.2562 0.2317 0.324
C -1.3601 -1.5653 -0.6666 -0.538
C 2.1466 -0.6539 1.1420 -0.496
O -1.8313 0.2332 0.8462 -0.685
O 1.1005 -0.2538 -1.3097 -0.490
H -2.6622 -0.2460 0.9565 0.486
H -0.3815 2.2292 0.4583 0.236
H 1.0230 2.3348 -0.6272 0.225
H -0.6092 2.1417 -1.3019 0.223
H -0.6490 -2.0164 -1.3351 0.232
H -2.2788 -2.0910 -0.4560 0.195
H 3.1351 -0.9954 0.8751 0.228
H 1.8627 -0.6899 2.1806 0.233
```

Values from the calculation:
SMILES string	C=C(O)[C@]1(C)OC1=C
HOMO energy	-8.84	eV
LUMO	0.735	eV



<two>
A molecular structure, C6H8O2, computed with ωB97M-V/def2-TZVPD.

```
16
Properties=species:S:1:pos:R:3:nbo_charge:R:1
C -1.7972 0.0041 -0.4473 -0.150
C 0.0958 -0.7158 -0.1089 0.383
C 1.9515 0.0962 -0.2773 -0.089
C 0.7857 1.2828 -0.1093 -0.287
C -1.0308 1.0952 -0.0457 -0.152
C -0.1075 0.4481 0.7655 -0.323
H -2.7653 0.1746 0.1718 0.236
H -1.8103 -0.0512 -1.4972 0.197
H -0.0007 -0.5455 -1.1167 0.124
H 2.6976 0.3602 0.4508 0.205
H 2.2946 0.1614 -1.2875 0.185
H 1.0705 2.3959 0.1959 0.212
H -1.3330 2.1396 0.0038 0.237
H 0.0490 0.3866 1.7623 0.215
O -1.2627 -1.1492 0.2457 -0.506
O 1.3142 -1.1365 0.0862 -0.489
```

Values from the calculation:
HOMO energy	-8.63	eV
LUMO	1.057	eV



<three>
A molecular structure, C6H8O2, computed with ωB97M-V/def2-TZVPD.

```
16
Properties=species:S:1:pos:R:3:nbo_charge:R:1
C -0.2285 -1.0247 0.2737 0.095
C 1.1710 -0.3481 -0.0719 -0.282
C 0.4889 0.1085 -1.4356 -0.416
C -0.6968 0.2464 -0.4233 0.207
C -0.2131 1.3702 0.6436 -0.253
C 1.0439 0.8988 0.8603 -0.163
H -0.7929 -2.3560 1.7862 0.484
H -0.2166 -1.9432 -0.3169 0.179
H 2.1695 -0.8833 -0.3094 0.227
H 0.3814 -0.7005 -2.1829 0.216
H 0.8994 1.0485 -1.9449 0.223
H -2.3450 1.4079 -0.7365 0.472
H -0.8324 1.9758 1.2774 0.227
H 1.8177 1.1600 1.6099 0.220
O -0.5549 -1.3273 1.6714 -0.728
O -2.0918 0.3670 -0.7011 -0.710
```

Values from the calculation:
HOMO energy	-9.21	eV
LUMO	0.786	eV



Result of the stability comparison: <one> is the most stable of them.



<one>
C6H8O2 in the gas phase, computed with ωB97M-V/def2-TZVPD.

```
16
Properties=species:S:1:pos:R:3:nbo_charge:R:1
C -0.4503 2.0382 -0.1381 -0.628
C -0.0920 0.7256 0.4699 -0.477
C -1.1220 -0.2791 0.0248 0.627
C -0.4349 -1.6971 -0.1100 -0.559
C 0.9927 -1.4020 0.0116 -0.529
C 1.1911 0.1502 -0.0421 0.627
H 0.3898 2.7863 -0.1964 0.233
H -1.2951 2.5661 0.4536 0.230
H -0.7690 2.1142 -1.1964 0.236
H -0.1380 0.6545 1.6172 0.274
H -0.6034 -2.2581 -1.0336 0.251
H -0.8185 -2.5072 0.5801 0.248
H 1.5223 -1.6812 0.9514 0.242
H 1.6971 -1.8527 -0.8609 0.236
O -2.2725 -0.0503 -0.2567 -0.511
O 2.2029 0.6925 -0.2744 -0.501
```

Values from the calculation:
SMILES string	CC1C(=O)CCC1=O
HOMO energy	-9.54	eV
LUMO	0.315	eV



<two>
C6H8O2 in the gas phase, computed with ωB97M-V/def2-TZVPD.

```
16
Properties=species:S:1:pos:R:3:nbo_charge:R:1
C -1.3085 -0.7640 -0.4061 -0.597
C -0.1751 0.2704 -0.6262 -0.345
C 0.5354 -0.6705 -1.4901 -0.346
C 1.0866 -0.4927 -0.0957 0.126
C 0.4765 0.6398 1.7000 -0.174
C -0.0803 1.1966 0.4018 0.533
H -2.0986 -0.2860 0.2685 0.221
H -1.6809 -1.0099 -1.5983 0.210
H -0.9269 -1.6061 0.2857 0.239
H -0.2689 -1.3051 -2.1996 0.281
H 1.2204 0.3223 -2.0091 0.237
H 1.8978 0.3081 -0.3019 0.164
H 1.2566 1.2450 2.0210 0.219
H -0.2388 0.5734 2.6549 0.243
O 0.9404 -0.7585 1.2512 -0.496
O -0.6356 2.3373 0.1438 -0.516
```

Values from the calculation:
SMILES string	C[C@]12C[C@@H]1OCC2=O
HOMO energy	-8.37	eV
LUMO	0.251	eV



<three>
C6H8O2 in the gas phase, computed with ωB97M-V/def2-TZVPD.

```
16
Properties=species:S:1:pos:R:3:nbo_charge:R:1
C -1.0492 1.7521 0.1472 -0.311
C -2.2852 1.0616 -0.0307 0.090
C -0.0654 0.7281 0.1638 -0.149
C -0.7291 -0.4626 -0.0672 0.277
C -0.2536 -1.7973 0.0560 -0.675
C 1.4425 0.8152 0.1040 -0.075
O -2.1002 -0.2677 -0.1325 -0.396
O 1.9700 0.0391 -0.9379 -0.737
H -0.8933 2.8381 0.2596 0.231
H -3.2370 1.4440 -0.1370 0.193
H -1.1374 -2.4822 0.1823 0.235
H 0.2884 -2.0310 -0.8575 0.235
H 0.5083 -2.0431 0.7831 0.234
H 1.8735 1.8299 -0.0703 0.182
H 1.7592 0.3363 1.0239 0.191
H 1.5975 0.1627 -1.8279 0.477
```

Values from the calculation:
SMILES string	Cc1occc1CO
HOMO energy	-8.11	eV
LUMO	0.891	eV



<four>
2 unconnected molecules or ions with the total composition C6H8O2, computed with ωB97M-V/def2-TZVPD.

```
16
Properties=species:S:1:pos:R:3:nbo_charge:R:1
C 2.0137 1.0805 -0.0457 -0.572
C 0.5808 0.8696 -0.2317 -0.339
C -0.2635 0.8871 0.9559 -0.448
C -0.5111 -0.1506 0.1191 0.492
C -1.1365 -2.1532 -0.1722 0.015
C -1.8969 -1.4776 -0.8990 0.023
H 2.5010 0.9023 1.3739 0.191
H 2.4580 0.4125 -0.8977 0.221
H 2.2659 2.2786 -0.4319 0.224
H 0.2205 1.7390 -0.9474 0.236
H 0.1415 0.5892 2.0495 0.232
H -1.0301 1.6627 1.1798 0.226
H -1.1017 -3.1904 0.1055 0.209
H -2.3871 -1.8394 -1.9538 0.224
O -0.2654 -1.4552 0.6410 -0.460
O -1.5889 -0.1551 -0.8453 -0.474
```

Values from the calculation:
HOMO energy	-8.18	eV
LUMO	0.977	eV



Result of the stability comparison: <one> is the most stable of them.



<one>
A molecular structure, C4H3FN2O, computed with ωB97M-V/def2-TZVPD.

```
11
Properties=species:S:1:pos:R:3:nbo_charge:R:1
C -0.4165 1.5941 0.5122 0.310
C -0.5899 0.3463 0.0977 -0.145
C -1.2004 -1.6767 0.0341 0.218
C 0.4819 -0.4984 -0.4928 0.595
H 1.7961 1.2389 0.8107 0.529
H -1.1157 2.3946 0.9993 0.229
H -1.6547 -2.6860 0.3154 0.197
N -1.6230 -0.5538 0.3489 -0.433
N 0.0381 -1.7352 -0.4920 -0.506
O 0.8620 2.0488 0.7142 -0.673
F 1.7247 0.0103 -0.8606 -0.319
```

Values from the calculation:
HOMO energy	-9.78	eV
LUMO	-0.798	eV



<two>
2 unconnected molecules or ions with the total composition C4H3FN2O, computed with ωB97M-V/def2-TZVPD.

```
11
Properties=species:S:1:pos:R:3:nbo_charge:R:1
C -0.5041 -0.0432 -0.7032 -0.132
C 0.2531 0.8695 0.0108 -0.095
C -0.3026 -1.2785 -0.0386 -0.179
C -0.8061 -2.5056 -0.3214 0.565
N 0.8760 0.2816 1.0358 -0.147
N 0.5605 -0.9789 1.0108 -0.263
O -2.3745 -2.8045 -2.0642 -0.377
F -0.5543 -3.6114 0.3040 -0.289
H -1.1073 0.1031 -1.5722 0.265
H 0.3852 1.9201 -0.1538 0.229
H 0.9067 -1.6195 1.7141 0.425
```

Values from the calculation:
HOMO energy (alpha / beta)	-9.00 / -9.00	eV
LUMO (alpha / beta)	-1.525 / -1.545	eV



<three>
C4H3FN2O in the gas phase, computed with ωB97M-V/def2-TZVPD.

```
11
Properties=species:S:1:pos:R:3:nbo_charge:R:1
C 1.9389 -0.5148 0.1068 0.289
C 0.9482 0.3306 -0.0467 -0.346
C -0.4401 -0.0199 0.0193 -0.005
C -1.4350 0.8870 0.0237 0.094
H 1.8719 -1.5654 0.5241 0.180
H 1.2367 1.3549 -0.2658 0.232
H -1.5161 1.9462 0.1285 0.225
N -2.2311 -1.1326 -0.1367 0.110
N -0.9923 -1.2705 -0.0588 -0.197
O -2.5595 0.1803 -0.1026 -0.261
F 3.1784 -0.1959 -0.1917 -0.319
```

Values from the calculation:
SMILES string	F/C=C/c1conn1
HOMO energy	-9.29	eV
LUMO	0.856	eV



Result of the stability comparison: <three> is the most stable of them.



<one>
C9H8OS in the gas phase, computed with ωB97M-V/def2-TZVPD.

```
19
Properties=species:S:1:pos:R:3:nbo_charge:R:1
C -1.3271 -1.2854 -2.2639 -0.369
C -2.5165 0.1294 -0.6367 -0.445
C -0.5438 -0.9168 -1.2494 -0.148
C -1.2110 -0.1872 -0.2370 0.273
C 1.7289 -1.0135 -0.1753 -0.172
C 1.7110 0.1962 0.7055 -0.322
C 0.7698 -1.4579 -0.9385 -0.204
C 0.5219 0.6367 1.1556 0.357
C 0.5606 1.8150 2.0821 -0.654
O -0.6175 -0.0095 1.0426 -0.495
S -2.8901 -0.5271 -2.1840 0.443
H -0.9474 -1.7195 -3.1194 0.229
H -3.1916 0.8120 -0.2502 0.234
H 2.7121 -1.4014 -0.2445 0.203
H 2.6205 0.7085 0.9992 0.217
H 1.0626 -2.1696 -1.5623 0.196
H 0.2926 1.6351 3.1630 0.224
H -0.2670 2.4966 1.7532 0.215
H 1.5321 2.2582 1.9601 0.219
```

Values from the calculation:
SMILES string	CC1=CC=Cc2cscc2O1
HOMO energy	-7.97	eV
LUMO	0.695	eV



<two>
C9H8OS in the gas phase, computed with ωB97M-V/def2-TZVPD.

```
19
Properties=species:S:1:pos:R:3:nbo_charge:R:1
O -0.3965 3.6278 -0.1434 -0.541
S 1.8253 2.2806 -0.3267 0.233
C 0.0443 2.5382 -0.3862 0.430
C 0.0463 -2.1926 1.2414 -0.210
C -1.2926 -1.8369 1.1324 -0.208
C 1.0693 -1.4923 0.5677 -0.192
C -1.5920 -0.6435 0.4450 -0.185
C 0.7460 -0.2800 -0.1145 -0.041
C -0.5636 0.1349 -0.1458 -0.018
C 1.7899 0.5330 -0.8722 -0.551
C -0.9290 1.4389 -0.7735 -0.534
H 0.2623 -3.1217 1.7414 0.213
H -2.0518 -2.4388 1.5891 0.218
H 2.1139 -1.7969 0.6438 0.216
H -2.6444 -0.3422 0.4173 0.212
H 2.7985 0.0925 -0.7328 0.241
H 1.6230 0.5078 -1.9364 0.225
H -0.9050 1.2948 -1.8710 0.243
H -1.9438 1.6964 -0.4755 0.249
```

Values from the calculation:
SMILES string	O=C1Cc2ccccc2CS1
HOMO energy	-9.25	eV
LUMO	0.693	eV



Result of the stability comparison: <two> is the most stable of them.